(1)
ORCA calculation (ωB97M-V with the def2-TZVPD basis set) on 5 unconnected molecules or ions with the total composition C34H55N2O15PS in a non-equilibrium geometry.

XYZ file:
```
108
Properties=species:S:1:pos:R:3:forces:R:3:lowdin_charge:R:1
H -0.720617 -1.030755 2.857243 -0.019 0.024 0.182 0.09
N -0.476085 -1.556988 2.021912 0.012 -0.396 -0.265 0.19
C 0.667817 -1.214470 1.610296 -0.171 0.775 0.449 -0.37
C 1.495799 -0.192383 2.374098 0.302 -1.356 -0.470 -0.02
C 1.297347 -1.873433 0.400313 -0.810 1.051 0.186 -0.05
C 0.562937 -1.853814 -0.961879 0.455 -0.890 0.550 -0.32
C 1.160149 -3.068979 -1.732773 0.028 -0.136 0.193 -0.11
C 2.644799 -3.304456 -1.580920 0.667 -1.107 -0.422 -0.27
O 3.141491 -4.381457 -1.862779 -0.472 0.920 0.297 0.05
C -0.982426 -2.006548 -0.951058 -0.399 -0.114 -2.131 -0.37
C -1.583217 -3.363265 -0.626417 -0.258 0.441 1.499 0.00
C -2.375706 -3.341342 0.667334 1.271 -1.110 -1.396 -0.37
C -1.993630 -4.529578 1.683975 -0.434 1.656 1.453 0.00
O -3.294627 -4.250137 0.807469 -1.797 -0.022 0.658 -0.05
O -1.649262 -0.910443 -0.416677 0.536 -0.638 0.013 -0.09
C -2.997465 -0.735489 -0.860462 -0.366 0.904 0.855 -0.13
C -3.776686 -0.119070 0.315750 -0.678 -0.219 -0.416 -0.16
N -4.538894 1.088487 -0.014281 0.207 -0.164 0.296 -0.05
C -4.407260 2.189063 0.925582 0.056 0.112 -0.391 -0.18
C -3.121129 3.028197 0.898217 0.077 0.220 -0.029 -0.41
C -2.566297 3.231692 -0.495452 -0.606 0.016 0.164 -0.05
O -2.125516 2.582876 1.810305 -0.028 -0.123 0.361 -0.05
O -1.219879 -1.888024 -2.411325 -0.224 0.180 -0.558 0.06
C -0.439624 -0.915231 -2.922093 -0.160 0.518 -0.652 -0.54
O -0.598802 -0.414631 -4.019903 0.262 -0.923 1.945 0.09
C 0.683907 -0.636251 -1.871600 0.142 1.189 -1.040 -0.65
S 2.202231 -0.549565 -2.932620 0.509 -0.357 0.434 0.86
P 0.452343 1.169622 -1.317911 -0.318 0.793 -0.872 0.97
C 2.149098 1.799457 -0.939191 -0.734 -0.421 0.827 -0.28
O -0.189777 1.239960 0.206942 0.284 -0.371 -0.004 -0.33
H 1.012151 0.764347 2.411845 -0.040 0.366 0.097 0.05
H 1.599663 -0.574994 3.381541 -0.033 0.200 0.384 0.08
H 2.496896 -0.153300 1.956377 0.150 0.476 -0.034 0.08
H 1.468873 -2.896706 0.714311 0.184 -0.346 -0.165 0.14
H 2.235752 -1.362257 0.249459 0.496 -0.204 -0.093 0.10
H 0.707220 -4.000888 -1.420816 -0.101 -0.151 0.149 0.12
H 0.983882 -3.013295 -2.800695 -0.082 0.065 -0.233 0.13
H 3.313538 -2.498785 -1.240896 -0.112 0.148 0.010 0.11
H -0.865863 -4.129774 -0.395098 0.337 -0.120 -0.630 0.11
H -2.287824 -3.695937 -1.372781 0.083 0.001 -0.540 0.14
H -2.573234 -2.394645 1.122474 0.236 0.518 0.427 0.11
H -2.554292 -5.191736 2.343622 0.933 -1.281 -0.488 0.10
H -1.947231 -3.729031 2.484865 -0.734 -0.217 0.082 0.06
H -3.008161 -0.045812 -1.699877 0.046 0.006 -0.317 0.12
H -3.508816 -1.650734 -1.135829 0.364 -0.379 -0.266 0.13
H -4.500550 -0.869994 0.632386 -0.074 -0.194 0.255 0.11
H -3.112611 0.016728 1.161532 0.310 0.242 0.059 0.11
H -4.406252 1.385763 -0.969321 0.274 0.103 -0.063 0.06
H -4.535708 1.810256 1.933594 -0.091 -0.095 0.229 0.12
H -5.228406 2.873751 0.733343 -0.238 0.137 -0.016 0.11
H -3.396754 4.011755 1.270149 -0.068 0.167 0.251 0.13
H -2.346582 2.290068 -0.978708 0.302 -0.167 -0.170 0.04
H -1.695616 3.870600 -0.452453 0.330 0.026 -0.070 0.08
H -3.326643 3.726029 -1.093858 -0.080 0.104 -0.251 0.09
H -1.757271 1.758884 1.480761 0.128 -0.104 -0.245 0.04
H 1.781761 0.360598 -3.818185 -0.401 0.029 0.072 -0.09
H 2.798206 1.055927 -0.491497 0.338 -0.123 -0.172 0.03
H 1.971070 2.552904 -0.173286 0.085 0.253 -0.051 0.01
H 2.581566 2.294478 -1.792120 0.259 -0.083 -0.266 0.03
H 0.407560 1.736016 0.773141 0.056 0.031 0.234 0.04
O 9.026841 -7.894193 -1.378751 0.204 0.075 -0.007 0.12
C 7.920098 -7.447550 -1.385244 -0.126 -0.270 0.068 -0.49
C 6.655088 -8.120609 -1.887722 -0.204 0.465 -0.175 -0.08
C 5.681488 -6.948900 -2.010130 -0.001 -0.190 -0.018 -0.16
C 6.198001 -6.000949 -0.938667 -0.166 0.067 -0.056 -0.16
O 7.620344 -6.222781 -0.890300 -0.047 0.052 -0.022 0.02
H 6.331379 -8.848465 -1.142580 0.053 -0.065 -0.019 0.13
H 6.837753 -8.617135 -2.835798 0.111 -0.184 0.096 0.12
H 4.636731 -7.217110 -1.873829 -0.004 0.041 0.057 0.11
H 5.783383 -6.485916 -2.992058 -0.019 0.031 0.007 0.12
H 5.780236 -6.220311 0.046378 0.015 -0.027 0.001 0.13
H 6.005584 -4.958952 -1.178265 0.130 0.040 0.052 0.12
O 3.232477 4.610385 2.534724 -0.020 -0.097 -0.014 0.12
C 3.170907 5.215915 1.507094 0.320 0.120 -0.028 -0.47
C 3.755641 6.580173 1.199820 -0.399 0.124 -0.320 -0.07
C 3.021466 6.973289 -0.081362 0.085 0.043 0.100 -0.15
C 2.733077 5.615787 -0.707409 -0.042 0.119 -0.160 -0.15
O 2.559259 4.715731 0.405661 0.001 0.207 0.054 0.00
H 4.829064 6.468662 1.041814 0.027 -0.007 0.086 0.13
H 3.571405 7.268185 2.019136 0.169 -0.083 0.133 0.13
H 3.586387 7.633920 -0.735037 0.029 -0.058 -0.034 0.12
H 2.084084 7.470500 0.170395 -0.014 -0.007 -0.022 0.12
H 3.563586 5.252949 -1.316320 0.019 -0.010 0.029 0.13
H 1.827066 5.613271 -1.308158 -0.043 -0.157 0.057 0.13
O 0.526741 0.390118 5.848339 -0.067 -0.220 -0.129 0.12
C 0.723151 1.549853 5.634945 0.107 0.054 0.233 -0.49
C 0.486194 2.718042 6.572291 -0.152 0.337 -0.373 -0.07
C 0.530190 3.915865 5.623313 -0.035 -0.078 0.128 -0.14
C 1.465606 3.418704 4.528905 -0.152 0.211 0.103 -0.15
O 1.242277 1.994464 4.468286 -0.044 0.152 0.071 0.00
H 1.293361 2.742860 7.305579 -0.025 -0.065 0.052 0.13
H -0.469782 2.614939 7.076572 0.076 -0.163 0.153 0.12
H 0.868661 4.840350 6.086397 0.075 -0.017 -0.009 0.12
H -0.463567 4.090344 5.208637 0.004 0.002 -0.027 0.12
H 2.516383 3.592915 4.761983 -0.027 -0.022 -0.030 0.12
H 1.248835 3.853131 3.557541 0.048 -0.199 0.008 0.11
O -4.162527 1.961782 -3.327945 0.093 0.159 0.010 0.12
C -5.195097 1.434810 -3.624308 -0.009 -0.101 0.288 -0.48
C -5.730698 0.121894 -3.095993 -0.319 -0.276 -0.434 -0.08
C -6.836730 -0.212678 -4.095142 0.051 -0.025 0.087 -0.15
C -7.271525 1.175054 -4.549359 -0.118 -0.128 -0.028 -0.15
O -6.083170 1.985883 -4.479685 -0.019 -0.028 -0.067 0.03
H -6.116840 0.285283 -2.087462 0.079 -0.013 0.042 0.13
H -4.950593 -0.634315 -3.077915 0.114 0.100 0.172 0.12
H -7.650471 -0.803770 -3.680439 -0.037 0.073 0.028 0.12
H -6.416618 -0.764618 -4.936739 -0.014 0.017 -0.024 0.12
H -8.023618 1.611136 -3.888718 0.022 0.003 0.026 0.13
H -7.648853 1.188796 -5.568551 0.088 0.137 -0.036 0.12
```
Positions in Å, forces in eV/Å.

Output
Kohn-Sham gap = 8.74 eV
Total energy = -89961.4162 eV
HOMO level = -8.473 eV
SMILES string = [H]/N=C(\C)C[C@@]1(CC=O)[C@@](C[C@@H]2CO2)(OCCNC[C@H](C)O)OC(=O)[C@@]1(S)P(C)O.O=C1CCCO1.O=C1CCCO1.O=C1CCCO1.O=C1CCCO1

(2)
ORCA calculation (ωB97M-V with the def2-TZVPD basis set) on 7 unconnected molecules or ions with the total composition C34H55N3O14 in a non-equilibrium geometry.

XYZ file:
```
106
Properties=species:S:1:pos:R:3:forces:R:3:lowdin_charge:R:1
O -1.397978 -0.238239 -2.443358 0.153 0.194 0.044 0.07
N -0.382913 -0.713783 -1.969525 -0.283 -0.027 0.079 -0.33
O 0.124326 -1.747823 -2.354652 0.126 -0.045 -0.090 0.07
C 0.232999 -0.037771 -0.826458 0.091 0.326 1.203 -0.14
C 1.330182 -0.615430 -0.204928 0.719 -1.077 -0.740 0.00
C 1.932181 -0.085866 0.919825 -0.451 0.574 -0.293 -0.05
C 1.337735 1.033645 1.472825 -0.010 0.154 0.524 -0.07
C 0.214240 1.619677 0.905371 0.296 -0.499 0.161 -0.05
C -0.345752 1.085689 -0.249079 -0.179 0.735 -0.110 0.02
H 1.753117 -1.521495 -0.623356 -0.108 0.083 -0.153 0.12
H 2.847825 -0.487527 1.329485 -0.105 -0.216 0.031 0.09
H 1.716979 1.428769 2.407777 0.125 0.090 -0.107 0.08
H -0.220387 2.439341 1.457862 -0.270 0.102 -0.362 0.09
H -1.195629 1.607580 -0.667763 -0.117 -0.385 -0.212 0.11
O 0.143908 -5.338413 -7.889882 -0.160 0.377 -0.197 0.08
N 0.856800 -6.022611 -7.190794 -0.424 -0.041 0.055 -0.36
O 1.516935 -6.951991 -7.591275 0.453 -0.289 -0.088 0.08
C 0.856060 -5.750805 -5.751461 0.053 -0.104 0.476 -0.15
C 0.016561 -4.786441 -5.224828 -0.705 -0.124 -0.085 0.00
C -0.008292 -4.582946 -3.854124 0.138 -0.250 0.159 -0.07
C 0.780568 -5.364460 -3.021918 0.033 -0.201 0.225 -0.07
C 1.589640 -6.361207 -3.550648 0.176 0.526 -0.477 -0.06
C 1.645793 -6.525374 -4.928130 0.718 -0.213 0.432 -0.01
H -0.716362 -4.311849 -5.863083 0.303 0.296 -0.110 0.11
H -0.644198 -3.845126 -3.388341 -0.068 0.110 -0.266 0.08
H 0.736245 -5.195153 -1.953406 0.061 -0.028 0.009 0.11
H 2.279188 -6.955398 -2.967946 -0.224 0.027 0.313 0.11
H 2.394801 -7.215866 -5.288251 -0.332 -0.093 -0.467 0.12
O 5.785701 0.492927 4.422799 -0.037 -0.049 0.476 0.09
N 4.693019 1.021751 4.377002 0.515 0.321 -1.038 -0.33
O 3.829483 0.715237 3.577847 -0.323 -0.020 0.152 0.08
C 4.449285 2.165987 5.246603 -1.019 0.298 1.061 -0.14
C 4.968932 2.124435 6.529337 0.353 0.314 -0.140 0.00
C 4.614185 3.132731 7.415456 0.496 1.078 0.574 -0.06
C 3.829893 4.208440 7.029798 -0.642 -0.634 -0.965 -0.06
C 3.318416 4.207708 5.734439 -0.482 0.724 0.037 -0.08
C 3.554899 3.177877 4.866958 0.823 -1.425 -0.579 -0.01
H 5.687055 1.364117 6.800738 -0.133 -0.117 0.047 0.12
H 5.050562 3.248455 8.400751 0.044 -0.717 0.047 0.11
H 3.488961 4.994744 7.687512 0.454 -0.005 0.257 0.11
H 2.701383 5.028907 5.388672 -0.080 -0.035 0.133 0.11
H 3.089071 3.076721 3.895795 0.005 0.331 -0.029 0.11
C -5.581628 5.926312 -3.428558 0.440 0.574 -0.137 -0.12
O -4.319170 5.289322 -3.457929 -0.069 -0.232 -0.358 -0.20
C -4.406163 3.868300 -3.564267 1.038 0.467 0.653 -0.19
C -3.913744 3.227418 -2.268682 -1.100 -0.809 -0.189 -0.20
O -4.704388 3.616396 -1.161465 0.301 -0.066 0.164 -0.18
C -4.125684 4.665997 -0.398192 -0.373 -0.282 -0.461 -0.09
H -6.110948 5.856020 -4.383597 -0.100 -0.398 0.023 0.09
H -5.371111 6.990396 -3.313320 -0.048 -0.011 0.250 0.09
H -6.191863 5.573081 -2.596259 -0.124 -0.051 -0.048 0.09
H -3.704914 3.500696 -4.319657 -0.212 0.243 -0.416 0.12
H -5.429078 3.603656 -3.829491 0.008 -0.372 0.166 0.12
H -2.840645 3.325867 -2.084475 0.024 0.602 -0.084 0.12
H -4.050386 2.148403 -2.398929 -0.113 -0.063 0.122 0.11
H -3.199968 4.336050 0.078330 0.079 0.059 -0.092 0.07
H -4.852620 4.904394 0.376861 0.071 0.154 -0.003 0.09
H -3.945821 5.510044 -1.066992 0.130 0.213 0.333 0.09
C -0.463947 1.964442 4.740260 -0.481 1.146 -0.218 -0.08
O -1.338900 2.287328 3.667654 0.230 -0.288 0.073 -0.19
C -2.263115 3.296452 3.981513 -0.456 -0.288 0.920 -0.23
C -3.078785 3.597083 2.744598 0.407 0.238 -0.403 -0.22
O -3.927792 2.557754 2.318657 -0.094 -0.323 0.131 -0.17
C -5.040218 2.321334 3.151512 0.393 0.422 0.723 -0.10
H 0.184404 2.826720 4.947891 0.127 -0.002 -0.002 0.08
H 0.164533 1.133219 4.438537 -0.241 -0.260 0.176 0.09
H -1.066080 1.825195 5.641580 0.234 -0.608 0.123 0.09
H -1.779829 4.133306 4.505150 0.282 0.511 -0.906 0.13
H -2.963204 3.026497 4.791724 0.010 -0.730 -0.132 0.12
H -2.415305 3.711646 1.889103 0.245 0.238 0.143 0.10
H -3.615152 4.543213 2.878686 -0.222 -0.006 0.068 0.13
H -4.740179 1.960292 4.143316 0.070 -0.099 -0.057 0.08
H -5.680929 1.558013 2.721579 -0.009 0.197 -0.323 0.09
H -5.556078 3.272525 3.328319 -0.395 -0.139 -0.166 0.09
C 8.682601 -3.607395 3.290651 0.406 -0.608 0.260 -0.13
O 7.985000 -2.829223 2.358095 0.232 -0.140 -0.381 -0.16
C 7.064999 -1.956959 2.963667 -0.134 0.342 0.683 -0.22
C 5.677066 -2.555527 3.153179 0.627 -0.211 -0.213 -0.21
O 5.115675 -2.693201 1.861551 -0.487 0.206 0.361 -0.17
C 3.849142 -3.322102 1.860475 0.583 -0.402 -0.277 -0.11
H 9.419453 -3.033462 3.863308 -0.298 0.303 0.204 0.09
H 9.284768 -4.384177 2.815293 -0.257 0.154 -0.554 0.09
H 8.011693 -4.152674 3.961873 -0.071 0.207 0.197 0.08
H 6.976565 -1.037462 2.382826 -0.035 -0.249 -0.387 0.13
H 7.463454 -1.603325 3.923243 -0.115 -0.205 0.158 0.11
H 5.126982 -1.911839 3.846709 -0.371 0.177 -0.349 0.10
H 5.713203 -3.543623 3.627551 0.214 -0.098 0.030 0.12
H 3.084578 -2.721276 2.355554 -0.114 0.069 -0.059 0.08
H 3.889284 -4.314310 2.324507 0.067 0.058 0.312 0.09
H 3.620377 -3.525616 0.815255 -0.290 0.335 -0.025 0.09
C -4.369247 0.340037 -4.874885 -0.290 0.190 0.103 -0.10
O -5.061337 -0.796511 -4.384464 0.134 0.501 -0.046 -0.16
C -4.223467 -1.828227 -3.905297 0.511 0.190 -0.507 -0.20
C -3.213819 -2.363995 -4.911951 0.291 -0.727 0.759 -0.24
O -3.825382 -2.891088 -6.055831 0.079 0.246 -0.745 -0.17
C -3.994196 -4.291275 -6.047645 -0.460 0.243 0.382 -0.10
H -3.702299 0.776516 -4.128080 0.416 -0.355 0.029 0.07
H -5.071139 1.147689 -5.083924 -0.433 -0.319 -0.017 0.08
H -3.855121 0.133472 -5.812899 0.275 -0.104 0.044 0.09
H -4.911255 -2.621970 -3.618978 0.090 -0.066 0.164 0.13
H -3.590631 -1.520667 -3.063195 -0.396 0.219 0.306 0.11
H -2.647216 -3.139126 -4.368851 -0.222 -0.191 -0.025 0.11
H -2.404300 -1.666088 -5.147103 -0.479 0.369 -0.396 0.12
H -3.034525 -4.796829 -6.175858 -0.059 -0.190 0.048 0.08
H -4.690447 -4.565919 -6.838287 0.251 0.134 -0.258 0.09
H -4.497170 -4.600384 -5.123593 0.299 -0.175 0.136 0.09
```
Positions in Å, forces in eV/Å.

Output
Kohn-Sham gap = 8.03 eV
Total energy = -69271.0895 eV
HOMO level = -9.044 eV
Energy above the lowest of the compared OMol25 structures with the same formula, charge and spin = 0.0 kcal/mol
SMILES string = O=[N+]([O-])c1ccccc1.O=[N+]([O-])c1ccccc1.O=[N+]([O-])c1ccccc1.COCCOC.COCCOC.COCCOC.COCCOC

Among the records above, which one has the highest Kohn-Sham gap?
C34H55N2O15PS